Entry from the Open Molecules 2025 dataset: a molecular structure, C34H46N8O3SSiSr (ωB97M-V/def2-TZVPD).

```
94
Properties=species:S:1:pos:R:3:forces:R:3
Sr 0.1440 -0.0830 0.3017 0.0 0.1 -0.7
O -1.6523 0.1489 1.7374 -0.4 0.0 0.0
C -1.9960 0.4987 2.9416 0.1 0.1 0.0
C -3.0823 -0.1319 3.5851 0.0 0.1 0.1
C -3.4679 0.2158 4.8606 -0.1 -0.1 -0.1
C -2.7846 1.2048 5.5617 0.1 0.1 0.0
C -1.7104 1.8259 4.9562 -0.1 0.0 0.0
C -1.2962 1.5056 3.6586 0.0 0.0 0.1
C -0.1176 2.1832 3.0970 -0.2 0.0 0.0
N 0.6032 1.8635 2.0327 0.0 -0.1 0.2
C 1.6525 2.7513 1.9920 0.1 0.0 -0.1
C 1.5627 3.6329 3.0173 0.0 0.1 0.0
N 0.4313 3.2695 3.7080 0.0 -0.1 -0.1
H -3.6109 -0.8987 3.0332 0.0 0.0 0.0
H -4.3089 -0.2921 5.3176 0.0 0.0 0.0
H -3.0742 1.4729 6.5681 0.0 0.0 0.0
H -1.1713 2.5657 5.5361 0.0 0.0 0.0
H 2.4270 2.6646 1.2481 0.0 0.0 0.0
H 2.1842 4.4583 3.3130 0.0 0.0 0.0
H 0.0603 3.7221 4.5229 0.0 0.0 0.0
C 6.0906 -2.2164 -0.8091 0.0 0.0 0.1
Si 5.7678 -1.9005 1.0114 -0.1 0.0 0.0
C 6.8844 -3.0731 1.9768 0.0 0.1 -0.1
C 6.2278 -0.1531 1.5148 0.1 -0.1 0.0
C 3.9844 -2.3175 1.4964 0.2 -0.1 0.1
C 3.7344 -3.3761 2.3538 0.0 0.0 0.1
C 2.4398 -3.6945 2.7561 -0.2 0.0 0.0
C 1.4195 -2.9109 2.2683 0.0 -0.1 0.2
N 1.6149 -1.8906 1.4324 0.0 0.1 -0.2
C 2.8619 -1.5866 1.0369 0.5 0.5 -0.5
S 3.1074 -0.2362 -0.1040 -0.3 -0.6 0.4
H 7.1516 -2.0598 -1.0188 0.0 0.0 0.0
H 5.5027 -1.5582 -1.4458 0.0 0.0 0.0
H 5.8509 -3.2494 -1.0692 0.0 0.0 0.0
H 7.9234 -2.8601 1.7152 0.0 0.0 0.0
H 6.6992 -4.1214 1.7375 0.0 0.0 0.0
H 6.7916 -2.9493 3.0571 0.0 0.0 0.0
H 7.2800 0.0345 1.2871 0.0 0.0 0.0
H 6.0915 -0.0208 2.5904 0.0 0.0 0.0
H 5.6166 0.5838 1.0000 0.0 0.0 0.0
H 4.5584 -3.9693 2.7325 0.0 0.0 0.0
H 2.2263 -4.5122 3.4296 0.0 0.0 0.0
H 0.3894 -3.0948 2.5587 0.0 0.0 0.0
C 2.2043 7.4350 -4.5097 0.0 0.1 0.0
C 1.9749 6.1574 -3.7577 0.0 0.0 0.0
C 2.9453 5.6499 -2.9024 0.0 -0.1 0.0
C 2.7445 4.4725 -2.1965 0.0 0.1 -0.1
C 3.8281 3.9877 -1.2716 0.1 0.0 0.1
C 1.5177 3.7994 -2.3423 0.0 -0.1 0.1
C 1.3153 2.6039 -1.5182 -0.1 0.1 0.1
O 0.2291 2.1775 -1.1596 0.1 0.0 0.0
C 0.5306 4.2769 -3.2209 0.1 0.2 -0.1
C -0.7728 3.5782 -3.4956 -0.1 0.0 0.0
C 0.7876 5.4541 -3.9137 0.0 -0.1 0.0
H 3.1757 7.8666 -4.2745 0.0 0.0 0.0
H 1.4393 8.1729 -4.2636 0.0 0.0 0.0
H 2.1604 7.2710 -5.5872 0.0 0.0 0.0
H 3.8788 6.1869 -2.7823 0.0 0.0 0.0
H 4.6990 4.6356 -1.3571 0.0 0.0 0.0
H 4.1503 2.9691 -1.4939 0.0 0.0 0.0
H 3.5092 4.0042 -0.2280 0.0 0.0 0.0
H 2.2171 2.0733 -1.1777 0.0 0.0 0.0
H -0.7857 2.5417 -3.1763 0.0 0.0 0.0
H -0.9811 3.6232 -4.5650 0.0 0.0 0.0
H -1.5931 4.0859 -2.9836 0.0 0.0 0.0
H 0.0364 5.8274 -4.6012 0.0 0.0 0.0
C -2.3304 -1.9044 -1.9295 0.1 0.1 0.0
N -1.4721 -2.2395 -0.7752 0.1 0.1 0.1
C -2.3574 -2.6364 0.3388 0.0 0.1 0.0
N -3.2011 -3.7732 -0.0089 -0.1 0.0 0.0
C -4.0063 -3.3990 -1.1747 -0.1 0.0 0.0
N -3.1754 -3.0283 -2.3212 -0.1 0.0 -0.1
C -2.3147 -4.1651 -2.6457 0.0 0.0 0.0
N -1.4671 -4.5584 -1.5178 0.0 -0.1 0.0
C -0.6542 -3.4094 -1.1409 0.2 0.1 0.0
C -2.3372 -4.8912 -0.3889 0.0 0.0 0.1
H -1.6857 -1.6251 -2.7663 0.0 0.0 0.0
H -2.9414 -1.0415 -1.6684 0.0 0.0 0.0
H -2.9739 -1.7783 0.6080 0.0 0.0 0.0
H -1.7402 -2.8873 1.2055 0.0 0.0 0.0
H -4.6438 -2.5540 -0.9075 0.0 0.0 0.0
H -4.6412 -4.2434 -1.4528 0.0 0.0 0.0
H -1.6766 -3.8979 -3.4913 0.0 0.0 0.0
H -2.9390 -5.0144 -2.9324 0.0 0.0 0.0
H -0.0088 -3.1305 -1.9784 0.0 0.0 0.0
H -0.0192 -3.6699 -0.2897 0.0 0.0 0.0
H -1.7181 -5.1677 0.4680 0.0 0.0 0.0
H -2.9599 -5.7471 -0.6589 0.0 0.0 0.0
N 1.3796 -0.4255 -3.7121 0.1 0.1 -0.1
C 0.7849 -0.3876 -2.7170 -0.1 -0.1 0.1
H 1.9714 -0.4384 -4.5157 0.0 0.0 0.0
O -2.4012 1.0902 -0.7568 0.1 -0.2 0.0
H -1.8795 1.8889 -0.8870 0.0 0.1 0.0
H -2.3841 0.9111 0.2037 -0.1 0.1 0.1
```
Forces are in eV/Å.

Properties
charge = 0
E = -2705.5345 Eh